Entry 1:
The molecule C17H22N2O4, computed with wB97M-V/def2-TZVPD.

Properties
HOMO level = -7.993 eV
net charge = 0
spin multiplicity = 1
E_LUMO = 0.1639 eV
HOMO-LUMO gap = 8.157 eV
E = -29153.8787 eV
relative energy (zero: lowest compared OMol25 entry of this formula, charge and spin) = 98.1 kcal per mole

Cartesian coordinates (Å):
C -7.187 -1.411 0.883
O -6.463 -0.296 0.424
C -5.141 -0.442 0.165
C -4.417 -1.616 0.314
C -3.066 -1.660 0.022
C -2.398 -0.528 -0.436
C -0.992 -0.514 -0.767
C -0.107 -1.502 -0.563
C 1.301 -1.385 -0.916
O 2.174 -2.158 -0.596
O 1.556 -0.308 -1.714
N 2.918 -0.075 -1.953
C 3.623 0.426 -0.866
N 2.977 0.901 0.110
C 3.661 1.456 1.245
C 4.483 0.417 2.017
C 5.842 0.115 1.387
C 5.752 -0.544 0.012
C 5.120 0.372 -1.042
C -3.131 0.660 -0.592
C -4.476 0.721 -0.296
O -5.257 1.829 -0.412
C -4.660 3.024 -0.852
H -7.180 -2.225 0.151
H -8.208 -1.060 1.020
H -6.799 -1.778 1.839
H -4.905 -2.513 0.662
H -2.536 -2.590 0.144
H -0.623 0.400 -1.214
H -0.365 -2.434 -0.084
H 3.342 -0.905 -2.364
H 2.877 1.852 1.899
H 4.311 2.291 0.947
H 3.897 -0.502 2.084
H 4.645 0.790 3.031
H 6.395 -0.549 2.056
H 6.413 1.045 1.302
H 5.167 -1.464 0.086
H 6.760 -0.812 -0.313
H 5.359 0.016 -2.046
H 5.523 1.383 -0.936
H -2.611 1.535 -0.946
H -4.253 2.923 -1.864
H -5.457 3.765 -0.857
H -3.866 3.352 -0.173

---

Entry 2:
The molecule C17H22N2O4S, computed with wB97M-V/def2-TZVPD.

Properties
HOMO level = -8.317 eV
net charge = 0
spin multiplicity = 1
E_LUMO = 0.4021 eV
HOMO-LUMO gap = 8.719 eV
E = -39991.8834 eV
relative energy (zero: lowest compared OMol25 entry of this formula, charge and spin) = 36.5 kcal per mole

Cartesian coordinates (Å):
C -6.491 -3.802 -0.541
C -5.637 -2.900 0.348
O -6.073 -1.561 0.402
C -5.841 -0.815 -0.774
C -6.217 0.644 -0.526
C -5.538 1.216 0.725
N -4.108 1.021 0.714
C -3.268 1.875 0.087
O -3.645 2.923 -0.406
C -1.832 1.468 0.078
C -0.877 2.478 -0.010
C 0.467 2.178 -0.037
C 0.892 0.850 0.010
N 2.261 0.603 -0.023
C 2.926 -0.584 0.039
O 2.411 -1.681 0.138
C 4.404 -0.411 -0.024
C 5.188 -1.497 0.025
S 6.923 -1.504 0.056
C 7.163 0.289 0.282
C 6.166 1.046 -0.585
O 4.837 0.892 -0.140
C -0.057 -0.168 0.074
C -1.402 0.144 0.108
H -6.184 -4.835 -0.408
H -6.377 -3.541 -1.591
H -7.538 -3.706 -0.267
H -4.587 -2.941 0.016
H -5.690 -3.249 1.383
H -6.439 -1.205 -1.610
H -4.779 -0.890 -1.058
H -5.921 1.228 -1.398
H -7.296 0.724 -0.397
H -5.944 0.732 1.614
H -5.725 2.292 0.769
H -3.763 0.149 1.076
H -1.217 3.502 -0.057
H 1.200 2.971 -0.098
H 2.851 1.424 -0.094
H 4.730 -2.470 0.076
H 8.186 0.516 -0.008
H 7.010 0.526 1.334
H 6.361 2.120 -0.540
H 6.254 0.707 -1.626
H 0.268 -1.194 0.093
H -2.114 -0.669 0.131

---

Entry 3:
A structure of composition C17H22N3O7STa, computed with wB97M-V/def2-TZVPD.

Properties
HOMO level = -14.636 eV
net charge = +2
spin multiplicity = 1
E_LUMO = -7.5910 eV
HOMO-LUMO gap = 7.045 eV
E = -49162.6406 eV
relative energy (zero: lowest compared OMol25 entry of this formula, charge and spin) = 64.9 kcal per mole

Cartesian coordinates (Å):
Ta 0.451 -0.251 -0.255
C -0.643 0.079 2.464
C 0.334 0.819 1.617
C -0.285 2.159 1.435
C -1.469 2.183 2.087
C -1.684 0.901 2.730
H -0.476 -0.911 2.859
H 1.364 0.819 1.992
H 0.182 2.985 0.916
H -2.134 3.032 2.164
H -2.532 0.665 3.359
N -0.262 -2.175 -1.896
C -0.389 -3.511 -1.214
C 0.936 -3.943 -0.578
C 1.526 -2.753 0.092
O 2.656 -2.376 0.050
O 0.532 -1.918 0.636
H -1.173 -1.935 -2.280
H 0.352 -2.298 -2.698
H -0.712 -4.276 -1.918
H -1.157 -3.405 -0.454
H 1.661 -4.296 -1.311
H 0.764 -4.749 0.137
O -3.887 3.584 -2.186
C -4.438 2.587 -1.493
O -5.613 2.495 -1.307
C -3.533 1.542 -0.912
C -4.016 0.553 -0.067
N -2.988 -0.238 0.256
N -1.850 0.152 -0.329
C -2.184 1.245 -1.037
C -1.057 1.898 -1.725
O -1.033 2.931 -2.309
O 0.034 1.104 -1.542
H -2.921 3.511 -2.257
H -5.018 0.395 0.301
H -2.993 -1.026 0.885
O 2.276 0.294 -0.552
S 3.056 1.291 -1.554
C 3.509 0.180 -2.910
C 4.850 -0.443 -2.532
C 5.642 0.687 -1.886
C 4.718 1.286 -0.823
H 3.568 0.817 -3.795
H 2.679 -0.515 -3.030
H 5.346 -0.835 -3.419
H 4.700 -1.264 -1.830
H 5.907 1.441 -2.629
H 6.562 0.343 -1.417
H 4.961 2.300 -0.511
H 4.624 0.641 0.053

---

Entry 4:
The molecule C17H22N4O3S2, computed with wB97M-V/def2-TZVPD.

Properties
HOMO level = -8.644 eV
net charge = 0
spin multiplicity = 1
E_LUMO = 0.5705 eV
HOMO-LUMO gap = 9.215 eV
E = -51759.4347 eV
relative energy (zero: lowest compared OMol25 entry of this formula, charge and spin) = 39.7 kcal per mole

Cartesian coordinates (Å):
C -2.373 2.070 0.250
C -1.133 2.944 0.423
N 0.062 2.257 0.001
C 0.479 2.108 -1.290
S -0.389 2.718 -2.676
C -0.279 1.197 -3.688
C -0.886 0.098 -2.836
O -2.040 0.197 -2.456
N -0.098 -0.942 -2.476
C 1.260 -1.130 -2.947
C -0.605 -1.816 -1.431
C -0.667 -3.299 -1.825
C -1.228 -4.024 -0.622
S -0.329 -3.228 0.761
O -1.240 -2.878 1.815
O 0.819 -4.016 1.111
C 0.191 -1.727 -0.138
N 1.593 1.428 -1.341
N 1.932 1.118 -0.087
C 1.027 1.608 0.727
C 1.112 1.465 2.172
C 2.381 1.511 2.750
C 2.530 1.359 4.114
C 1.419 1.151 4.917
C 0.160 1.083 4.346
C 0.002 1.237 2.980
H -2.320 1.180 0.873
H -2.479 1.751 -0.785
H -3.256 2.637 0.530
H -1.232 3.845 -0.191
H -1.002 3.241 1.466
H -0.907 1.389 -4.558
H 0.756 1.051 -3.973
H 1.637 -2.075 -2.568
H 1.912 -0.329 -2.587
H 1.280 -1.170 -4.037
H -1.630 -1.474 -1.243
H 0.332 -3.683 -2.039
H -1.290 -3.429 -2.711
H -1.019 -5.088 -0.610
H -2.287 -3.836 -0.470
H 1.266 -1.771 -0.287
H -0.062 -0.867 0.472
H 3.236 1.666 2.110
H 3.516 1.399 4.554
H 1.536 1.031 5.984
H -0.706 0.901 4.964
H -0.983 1.142 2.553

---

Entry 5:
A structure of composition C17H22N4O4S, computed with wB97M-V/def2-TZVPD.

Properties
HOMO level = -7.780 eV
net charge = 0
spin multiplicity = 1
E_LUMO = -0.6790 eV
HOMO-LUMO gap = 7.101 eV
E = -42956.2698 eV
relative energy (zero: lowest compared OMol25 entry of this formula, charge and spin) = 384.8 kcal per mole

Cartesian coordinates (Å):
C 6.714 1.210 0.188
C 5.951 0.005 0.450
H 5.898 -0.045 1.511
H 6.243 -0.939 -0.021
O 4.510 0.073 -0.203
C 3.525 -0.801 0.218
O 3.733 -1.868 0.925
C 2.267 -0.332 -0.528
C 1.088 -1.083 -0.515
C 0.123 -0.475 -1.103
C 0.460 0.983 -1.657
N -0.306 1.625 -2.604
C -1.346 0.831 -2.941
N -1.913 0.039 -2.254
C -1.297 -0.732 -1.466
N -2.068 -1.701 -0.538
C -1.807 -1.956 0.827
H -1.780 -2.902 1.131
C -2.970 -1.067 1.416
N -3.681 -0.114 0.747
C -3.205 1.105 0.496
O -3.601 2.027 -0.077
O -2.324 1.465 1.674
C -1.893 2.739 1.901
C -0.593 3.079 0.630
H -0.126 3.935 1.028
H 0.193 2.005 1.130
H -0.802 2.963 -0.213
H -1.684 2.782 2.899
H -2.589 3.341 1.497
C -4.245 -0.597 -0.620
H -4.341 0.072 -1.430
C -3.341 -1.823 -1.066
H -3.722 -2.951 -0.703
H -3.433 -1.964 -2.170
H -5.224 -0.862 -0.304
H -2.758 -0.727 2.261
H -3.846 -1.909 1.923
H -0.965 -1.211 1.098
H -2.057 1.665 -3.484
S 2.227 1.099 -1.080
C 0.955 -2.441 0.314
H 0.902 -2.592 1.189
H 0.216 -3.190 -0.353
H 1.925 -2.949 -0.242
H 6.851 1.280 -0.986
H 6.336 2.002 0.595
H 7.803 0.906 0.513

---

Entry 6:
The molecule C17H22N4O5, computed with wB97M-V/def2-TZVPD.

Properties
HOMO level = -9.362 eV
net charge = 0
spin multiplicity = 1
E_LUMO = 0.5455 eV
HOMO-LUMO gap = 9.908 eV
E = -34182.6259 eV
relative energy (zero: lowest compared OMol25 entry of this formula, charge and spin) = 54.0 kcal per mole

Cartesian coordinates (Å):
C 3.171 -0.134 -6.062
C 2.092 -0.591 -6.304
C 0.769 -1.150 -6.597
O 0.237 -1.888 -5.510
C -0.334 -1.199 -4.527
O -0.504 -0.017 -4.534
C -0.781 -2.119 -3.407
N -1.226 -1.376 -2.268
C -0.443 -1.162 -1.193
O 0.659 -1.664 -1.054
C -0.999 -0.208 -0.146
C -0.549 1.221 -0.451
C -1.125 2.242 0.525
C -0.794 3.668 0.133
O 0.607 3.822 0.149
C 1.005 5.112 -0.240
N -0.540 -0.661 1.145
C -1.304 -0.686 2.252
O -2.444 -0.256 2.306
C -0.621 -1.236 3.471
C 0.079 -0.405 4.335
N 0.670 -0.870 5.431
C 0.556 -2.176 5.662
C 1.221 -2.698 6.902
C -0.144 -3.003 4.790
N -0.729 -2.542 3.691
H 4.128 0.273 -5.839
H 0.095 -0.342 -6.885
H 0.860 -1.837 -7.436
H -1.580 -2.761 -3.778
H 0.048 -2.771 -3.141
H -2.108 -0.899 -2.330
H -2.092 -0.246 -0.168
H 0.541 1.272 -0.429
H -0.849 1.484 -1.471
H -2.211 2.133 0.586
H -0.741 2.058 1.531
H -1.193 3.891 -0.866
H -1.260 4.365 0.842
H 2.091 5.159 -0.203
H 0.684 5.337 -1.264
H 0.602 5.876 0.434
H 0.349 -1.143 1.128
H 0.163 0.659 4.154
H 1.064 -3.769 7.021
H 2.293 -2.509 6.861
H 0.824 -2.191 7.781
H -0.238 -4.065 4.973

---

What is the formula in the first record? C17H22N2O4

---

Copy entry 1 word for word.
The molecule C17H22N2O4, computed with wB97M-V/def2-TZVPD.

Properties
HOMO level = -7.993 eV
net charge = 0
spin multiplicity = 1
E_LUMO = 0.1639 eV
HOMO-LUMO gap = 8.157 eV
E = -29153.8787 eV
relative energy (zero: lowest compared OMol25 entry of this formula, charge and spin) = 98.1 kcal per mole

Cartesian coordinates (Å):
C -7.187 -1.411 0.883
O -6.463 -0.296 0.424
C -5.141 -0.442 0.165
C -4.417 -1.616 0.314
C -3.066 -1.660 0.022
C -2.398 -0.528 -0.436
C -0.992 -0.514 -0.767
C -0.107 -1.502 -0.563
C 1.301 -1.385 -0.916
O 2.174 -2.158 -0.596
O 1.556 -0.308 -1.714
N 2.918 -0.075 -1.953
C 3.623 0.426 -0.866
N 2.977 0.901 0.110
C 3.661 1.456 1.245
C 4.483 0.417 2.017
C 5.842 0.115 1.387
C 5.752 -0.544 0.012
C 5.120 0.372 -1.042
C -3.131 0.660 -0.592
C -4.476 0.721 -0.296
O -5.257 1.829 -0.412
C -4.660 3.024 -0.852
H -7.180 -2.225 0.151
H -8.208 -1.060 1.020
H -6.799 -1.778 1.839
H -4.905 -2.513 0.662
H -2.536 -2.590 0.144
H -0.623 0.400 -1.214
H -0.365 -2.434 -0.084
H 3.342 -0.905 -2.364
H 2.877 1.852 1.899
H 4.311 2.291 0.947
H 3.897 -0.502 2.084
H 4.645 0.790 3.031
H 6.395 -0.549 2.056
H 6.413 1.045 1.302
H 5.167 -1.464 0.086
H 6.760 -0.812 -0.313
H 5.359 0.016 -2.046
H 5.523 1.383 -0.936
H -2.611 1.535 -0.946
H -4.253 2.923 -1.864
H -5.457 3.765 -0.857
H -3.866 3.352 -0.173